A molecular structure, C9H27NSi3 in a non-equilibrium geometry. Source: OMol25; level of theory: ωB97M-V with the def2-TZVPD basis set.

Each line ends with the Löwdin charge.
Atoms and positions in Å:
1 N -0.0001 0.2824 -0.3725  -0.256
2 C 1.7157 -0.5012 2.0795  -0.176
3 C 2.3340 -1.9972 -0.3304  -0.200
4 C 3.0307 0.8381 -0.3654  -0.178
5 C -2.6388 -0.7271 -1.3508  -0.181
6 C -0.1722 -1.7327 -2.4333  -0.184
7 C -0.9606 -2.4651 0.5304  -0.153
8 C -1.9228 2.4547 -0.9592  -0.186
9 C -1.8145 1.1898 1.9748  -0.162
10 C 0.4215 2.9126 0.8242  -0.171
11 Si 1.6826 -0.3083 0.2105  0.420
12 Si -0.9151 -1.1754 -0.8605  0.315
13 Si -0.9081 1.6901 0.4017  0.398
14 H 0.8861 0.0602 2.4708  -0.009
15 H 1.5897 -1.5493 2.3997  0.039
16 H 2.6150 -0.1405 2.5568  0.031
17 H 3.0007 -1.8596 -1.1862  0.025
18 H 2.9494 -2.3543 0.5363  0.052
19 H 1.5140 -2.7195 -0.6267  0.017
20 H 3.2544 1.4537 0.5106  0.026
21 H 3.9362 0.3424 -0.6928  0.029
22 H 2.6140 1.4122 -1.1715  0.023
23 H -2.6982 0.1620 -1.9655  0.020
24 H -3.0851 -1.5551 -1.8868  0.038
25 H -3.1568 -0.6237 -0.4145  0.020
26 H 0.8996 -1.5461 -2.4606  0.014
27 H -0.5988 -1.1827 -3.2670  0.038
28 H -0.3514 -2.8088 -2.5668  0.048
29 H -1.8159 -3.1190 0.3828  0.034
30 H -0.9437 -2.0381 1.5041  0.013
31 H -0.0671 -3.0739 0.4688  0.008
32 H -1.5349 2.4372 -1.9891  0.053
33 H -2.9238 2.0460 -0.9129  0.014
34 H -2.0360 3.4810 -0.6406  0.023
35 H -2.4112 0.2864 1.8844  0.019
36 H -1.0827 1.0607 2.7922  0.032
37 H -2.4844 2.0333 2.1763  0.033
38 H 1.2456 2.2940 1.1788  -0.002
39 H 0.0924 3.5499 1.6246  0.028
40 H 0.7402 3.4909 -0.0544  0.051

Forces on the atoms, in the same order (eV/Å):
0.731 -0.989 1.394
-0.399 -0.311 0.008
-0.891 -0.724 -0.347
-0.370 0.144 0.796
0.086 -0.228 0.316
0.692 -0.845 -0.417
0.224 -0.115 -1.394
-0.512 -0.038 0.397
0.219 0.437 -0.376
0.090 -0.458 -0.264
-0.993 0.183 -0.211
0.382 1.448 0.430
1.865 -1.810 -1.490
-0.371 0.264 0.525
-0.069 0.333 -0.245
0.394 0.203 0.024
-0.114 -0.180 0.000
-0.648 0.061 -0.771
1.378 0.504 0.523
0.220 0.378 -0.393
0.088 -0.189 0.001
0.061 0.632 -0.381
-0.057 0.101 0.017
-0.150 -0.267 -0.138
-0.822 0.403 0.313
0.070 -0.176 -0.081
-0.226 0.012 -0.078
0.109 0.162 -0.259
-0.180 -0.100 0.209
-0.322 0.483 0.851
0.104 -0.305 0.013
0.025 -0.187 0.551
-0.348 -0.122 -0.363
-0.034 0.620 -0.099
-0.056 -0.084 -0.040
-0.423 0.162 -0.282
0.000 -0.150 0.403
0.270 0.340 0.158
0.028 0.551 0.356
-0.051 -0.141 0.343

HOMO = -8.82 eV
F_max = 3.00 eV/Å
Charge = 0
Orbital gap = 0.3540 Eh
E = -34898.1767 eV